C8H52NO18 | the ωB97M-V functional and the def2-TZVPD basis

Last column: Mulliken charge in e.
Geometry (Å):
C 2.55371 -2.55312 -1.98739  -0.8947
C 2.35453 -1.06182 -2.38387  -0.6934
C 1.84846 -0.19659 -1.19932  0.1557
C 1.06599 1.06037 -1.65895  0.1668
C 0.01067 1.55446 -0.62931  -1.7353
N -1.36780 1.41663 -1.24338  -0.5549
C -1.77044 0.28839 -1.67067  0.7780
C -1.29002 -1.07308 -1.23537  1.6619
C -2.88596 0.25361 -2.70092  -1.3580
H 2.19728 -2.71745 -0.97408  0.2437
H 1.97157 -3.19774 -2.64448  0.1460
H 3.61685 -2.79575 -2.06870  0.3761
H 3.29075 -0.61608 -2.72927  0.4107
H 1.62777 -1.00090 -3.19740  0.3276
H 1.26870 -0.81515 -0.52042  0.1187
H 2.74529 0.17668 -0.69632  -0.0366
H 1.82081 1.84641 -1.72242  -0.2447
H 0.63917 0.95176 -2.66129  0.5940
H 0.11578 0.86251 0.23141  0.3770
H -2.13205 -1.59269 -0.78744  -0.9083
H -0.53224 -1.01209 -0.46361  -0.3967
H -0.93220 -1.69029 -2.06816  -0.1819
H -3.46284 1.17505 -2.61257  0.4616
H -3.57152 -0.58412 -2.51779  0.2110
H -2.45835 0.14895 -3.70044  0.2094
O -1.67155 -1.79097 1.66325  -0.5666
H -1.69779 -0.84294 1.84198  0.2876
H -1.78231 -2.18624 2.53303  0.2327
O 0.89721 -3.90736 0.39810  -0.5226
H 1.17594 -4.77827 0.70096  0.2268
H 0.86315 -3.36950 1.19813  0.2638
O 0.26068 3.39780 1.77582  -0.5190
H 0.23850 2.85683 0.93062  0.4540
H 0.39869 4.29456 1.45703  0.2537
O -4.16883 -2.55489 -0.31484  -0.5859
H -3.55202 -2.16250 0.32325  0.2015
H -4.95803 -2.01111 -0.22804  0.3112
O -6.67456 -4.44802 -1.01258  -0.6279
H -5.97969 -3.77903 -0.98393  0.3137
H -7.48064 -3.95996 -1.20101  0.3025
O -3.40172 -0.97370 3.73272  -0.5501
H -2.97518 -0.31693 4.29252  0.2939
H -4.34221 -0.88402 3.91248  0.2716
O 3.19258 3.63508 -0.48437  -0.6196
H 3.56643 3.01208 -1.12087  0.2644
H 2.91259 3.07861 0.25183  0.3010
O -1.57447 1.79689 3.82946  -0.6622
H -2.13055 2.53468 4.10514  0.3381
H -1.03528 2.19738 3.13080  0.2297
O -0.23297 -3.75807 -3.85689  -0.7118
H -0.53384 -4.20413 -3.05416  0.3967
H -0.85095 -3.02857 -3.96541  0.2439
O 6.05408 2.75790 -0.74140  -0.6224
H 6.79392 2.51974 -0.17503  0.2999
H 5.88218 3.69044 -0.57562  0.3181
O -1.15218 1.43586 6.66897  -0.6244
H -1.93774 1.09713 7.10563  0.3058
H -1.39567 1.52425 5.73338  0.3913
O -1.33425 5.80849 1.07349  -0.5913
H -1.88346 6.51324 1.43031  0.2905
H -1.74904 5.56083 0.24057  0.2842
O -1.95094 -4.78190 -1.03846  -0.6928
H -2.36702 -3.91445 -1.03404  0.3937
H -1.00764 -4.58344 -0.95843  0.2537
O 0.69639 -6.40290 -4.75476  -0.6488
H 1.47966 -6.58494 -4.22909  0.3033
H 0.54352 -5.45403 -4.63739  0.3628
O 3.42950 3.09102 -3.36111  -0.6192
H 2.81303 3.70535 -2.94149  0.3282
H 3.92777 3.62956 -3.98218  0.2608
O 5.15175 -0.22601 0.55288  -0.6505
H 5.10353 -0.69261 -0.28751  0.3352
H 5.15781 0.70417 0.29532  0.2782
O 1.92774 2.03140 5.94219  -0.6575
H 1.12840 1.69962 6.36868  0.3363
H 1.68389 2.11548 5.01445  0.3192
O -0.74330 6.41148 4.01950  -0.6598
H -0.40349 5.71260 3.44496  0.3522
H -1.03548 5.95607 4.81332  0.2984

Its largest force on an atom is 1.4 eV/A. The calculation puts the HOMO energy at -2.10 eV. As for the net charge: -1.

=====

C8H56O27S | the ωB97M-V functional and the def2-TZVPD basis

Last column: Mulliken charge in e.
Geometry (Å):
C -1.32842 0.41934 2.01520  -0.1446
C -2.27911 1.44750 1.14680  -0.6873
C -1.85557 1.58957 -0.43685  -0.0337
C -1.80724 0.17613 -1.26593  -0.5315
O -1.12020 0.38101 -2.55056  -0.0159
C 0.16804 -0.32609 -2.61771  0.2515
C 1.36978 0.52095 -2.88300  0.1163
S 1.46051 2.37556 -3.12844  -0.0162
C 2.63925 -0.51401 -2.95890  0.2347
O 3.89820 -0.11841 -3.18561  -0.5671
O 2.04624 -1.85207 -2.76358  -0.0469
C 0.57556 -1.90988 -2.50084  0.3818
O -0.14010 -3.01687 -2.28622  -0.5676
H -0.63992 -0.26808 1.36485  -0.1573
H -2.06136 -0.22620 2.69652  0.1755
H -0.66175 1.06183 2.76424  0.1095
H -2.10713 2.52752 1.62558  0.2865
H -3.44189 1.23582 1.30501  0.2906
H -0.86350 2.22038 -0.47497  0.1248
H -2.69627 2.26799 -0.93949  0.1486
H -2.93981 -0.08908 -1.53424  0.0473
H -1.40754 -0.74204 -0.64665  0.3826
H 1.90291 2.94299 -1.91657  0.1883
O -1.24086 0.96134 5.03723  -0.6354
H -0.52731 0.45294 5.45120  0.4063
H -1.59372 1.50124 5.76040  0.2822
O -1.62101 0.15203 7.29870  -0.6583
H -1.68014 -0.41802 8.08008  0.3023
H -1.96371 -0.39989 6.57973  0.3403
O 1.44670 -2.11823 0.82954  -0.3074
H 1.13491 -2.56774 0.02971  0.1173
H 2.28108 -2.56437 1.03871  0.3048
O -2.08872 1.72863 -4.94466  -0.7313
H -1.34939 2.34322 -5.06577  0.3612
H -1.83513 1.20740 -4.16813  0.3465
O -4.20206 1.62999 -2.31910  -0.6084
H -4.66715 0.81969 -2.57622  0.2979
H -3.66223 1.84613 -3.09424  0.2954
O 0.03587 -1.70464 -5.75306  -0.4923
H -0.02326 -2.27468 -4.97168  0.2351
H -0.30683 -2.25656 -6.47203  0.2624
O -1.95357 2.34009 9.69296  -0.6106
H -1.74317 3.08097 9.10489  0.3157
H -1.91767 1.56398 9.11387  0.2794
O 1.40947 -0.00839 4.31074  -0.5989
H 1.61987 0.73250 3.72267  0.2968
H 1.44537 -0.78450 3.73165  0.3039
O 4.54893 -2.31304 0.81655  -0.6306
H 4.75933 -1.57215 0.22848  0.3176
H 4.58483 -3.08914 0.23746  0.2953
O 2.71244 -4.81838 -3.94159  -0.6529
H 1.76688 -4.96780 -4.09191  0.3328
H 2.75673 -3.90629 -3.61737  0.3162
O 0.57329 2.06462 -6.33017  -0.5781
H 0.10820 1.25432 -6.58729  0.3150
H 1.11312 2.28077 -7.10531  0.2506
O -1.36871 4.72817 11.72233  -0.6602
H -1.15831 5.46905 11.13426  0.3121
H -1.33281 3.95206 11.14324  0.3630
O 2.51339 0.46548 -7.83165  -0.6439
H 2.45426 -0.10457 -7.05027  0.2522
H 2.17069 -0.08644 -8.55062  0.3417
O 4.26472 -5.25084 -1.13914  -0.6458
H 4.20064 -6.17443 -1.42527  0.2906
H 3.91522 -4.74821 -1.89026  0.3659
O -4.06803 2.83345 12.33558  -0.6390
H -3.32870 3.44804 12.21447  0.3284
H -3.81444 2.31223 13.11211  0.3089
O -0.95757 -5.46508 -4.11096  -0.6319
H -1.90313 -5.61450 -4.26127  0.2938
H -0.91328 -4.55299 -3.78673  0.3363
O -4.25233 3.86815 -5.31214  -0.6399
H -4.55098 4.11005 -4.42259  0.3058
H -3.47932 3.30545 -5.15468  0.3462
O 2.74950 -0.06352 2.29485  -0.5558
H 2.43771 -0.51303 1.49501  0.1672
H 3.58388 -0.50966 2.50401  0.2835
O 2.69205 2.85686 4.30092  -0.6105
H 3.43137 3.47145 4.17981  0.2945
H 2.94563 2.33564 5.07745  0.3187
O 4.58288 -1.65292 -6.90007  -0.6220
H 4.11974 -1.01126 -7.45932  0.3548
H 4.42589 -1.33413 -5.99856  0.3152
O 0.97040 -3.91580 3.30536  -0.6496
H 1.18080 -3.17491 2.71729  0.3535
H 1.00630 -4.69191 2.72627  0.3135
O -0.09714 4.91996 -1.56973  -0.5527
H 0.09370 5.81387 -1.24801  0.2721
H -0.74921 5.05845 -2.27301  0.2999
O -3.25882 -3.78151 -3.69188  -0.6006
H -3.72196 -3.13984 -4.25114  0.3018
H -3.41581 -3.46271 -2.79038  0.2917

Its largest force on an atom is 9.6 eV/A. The relative energy (zero: lowest compared OMol25 entry of this formula, charge and spin) comes out at 4.106 eV. The calculation puts the HOMO energy at -10.31 eV.

=====

C8H5BrCl2O | the ωB97M-V functional and the def2-TZVPD basis

Last column: natural (NBO) charge in e.
Geometry (Å):
C -0.15506 -0.73250 0.92945  -0.1933
C 0.92810 1.34901 0.19687  -0.2154
C 1.00275 -0.99972 1.55651  -0.2275
C 2.11100 0.98475 0.80754  -0.2147
C -0.23187 0.50410 0.27955  -0.1436
C 2.14035 -0.19315 1.49852  -0.0736
C -2.67519 -1.21082 -2.51345  0.3853
C -1.45884 0.98609 -0.28314  -0.2897
O -1.61008 -1.63666 -2.77584  -0.4288
Cl 3.54441 -0.74716 2.25785  0.0234
Cl -2.68616 -0.15190 -0.57856  0.2723
Br -1.29342 2.61265 -1.38272  0.0320
H -1.15322 -1.38539 1.07583  0.2247
H 0.98148 2.09992 -0.59132  0.2326
H 1.15089 -2.01127 1.79895  0.2188
H 2.99918 1.65107 0.82534  0.2295
H -3.59434 -1.11903 -3.10138  0.1682

Its largest force on an atom is 3.3 eV/A. The relative energy (zero: lowest compared OMol25 entry of this formula, charge and spin) comes out at 2.107 eV. The calculation puts the HOMO energy at -6.91 eV.

=====

| no. | Kohn-Sham gap (eV) |
| --- | --- |
| 1 | 3.842 |
| 2 | 7.264 |
| 3 | 5.898 |